Record 1
Here is an isolated molecule of C5H7N from OMol25. Energies are from ωB97M-V/def2-TZVPD.

Structure (ORCA input):
```
! RIJCOSX wB97M-V def2-TZVPD def2/J DEFGRID3
* xyz 0 1
C 1.953 0.021 0.014
C 0.450 -0.010 0.008
C -0.418 1.100 0.221
C -1.710 0.650 0.121
N -1.663 -0.691 -0.144
C -0.356 -1.102 -0.214
H 2.380 -0.619 0.794
H 2.366 -0.312 -0.945
H 2.314 1.039 0.194
H -0.112 2.119 0.424
H -2.654 1.167 0.222
H -2.463 -1.286 -0.276
H -0.103 -2.134 -0.419
*
```

Values from the calculation:
* highest occupied orbital energy: -8.1 eV
* HOMO-LUMO gap: 9.18 eV
* total energy: -6788.42641 eV
* energy relative to the best compared isomer or geometry (same formula, charge and spin): 8.3 kJ/mol
* maximum force: 0.19 eV/A


Record 2
Here is C8H13AuN3S2Se3Te as an isolated structure from OMol25. Energies are from ωB97M-V/def2-TZVPD.

Structure (ORCA input):
```
! RIJCOSX wB97M-V def2-TZVPD def2/J DEFGRID3
* xyz 1 3
Au 0.335 -0.058 -0.994
Se -1.007 -1.951 -1.596
Se -4.699 -3.309 -0.073
Te -4.534 -1.962 1.849
Se -1.684 0.487 2.758
S -2.162 -1.095 1.435
C -1.401 -2.583 2.105
N -1.081 -3.515 1.201
C -0.485 -4.668 1.528
C -0.178 -4.928 2.842
C -0.481 -3.965 3.801
C -1.089 -2.775 3.434
H -1.184 -3.243 0.185
H -0.263 -5.340 0.711
H 0.305 -5.855 3.110
H -0.237 -4.142 4.841
H -1.327 -1.995 4.145
C 4.840 -0.991 -1.542
N 3.680 -0.167 -1.208
C 3.339 0.441 -0.076
S 1.905 1.420 -0.012
N 4.066 0.400 1.039
C 5.298 -0.321 1.351
H 4.711 -1.317 -2.570
H 4.900 -1.876 -0.916
H 5.768 -0.428 -1.478
H 3.044 0.036 -1.962
H 3.659 0.941 1.784
H 6.135 0.012 0.742
H 5.171 -1.395 1.242
H 5.536 -0.113 2.391
*
```

Values from the calculation:
* highest occupied orbital energy (spin up / spin down): -10.6 / -10.5 eV
* HOMO-LUMO gap (spin up / spin down): 6.22 / 5.41 eV
* total energy: -241665.78275 eV
* maximum force: 0.56 eV/A